# 1
{"formula": "C31H47MgN4O2SbSi2", "method": "wB97M-V/def2-TZVPD", "symbols": ["Mg", "O", "C", "O", "C", "C", "C", "C", "C", "C", "N", "C", "C", "C", "C", "C", "C", "N", "H", "H", "H", "H", "H", "H", "H", "H", "H", "H", "C", "Si", "C", "C", "N", "C", "C", "C", "C", "C", "C", "N", "Si", "C", "C", "C", "H", "H", "H", "H", "H", "H", "H", "H", "H", "H", "H", "H", "H", "H", "H", "H", "H", "H", "H", "H", "H", "H", "C", "C", "Sb", "C", "C", "C", "C", "H", "H", "H", "H", "H", "H", "H", "H", "H", "H", "H", "H", "H", "H", "H"], "xyz": [[0.322, 0.657, -0.167], [-1.740, -4.957, 5.573], [-2.342, -3.897, 4.967], [-3.401, -3.518, 5.395], [-1.586, -3.208, 3.896], [-0.444, -3.711, 3.280], [0.208, -3.035, 2.265], [-0.283, -1.792, 1.790], [-1.418, -1.270, 2.466], [-2.051, -1.959, 3.466], [0.231, -1.092, 0.764], [1.409, -1.565, 0.065], [2.109, -0.145, -1.944], [3.376, -0.462, -2.414], [4.155, 0.553, -2.934], [3.648, 1.847, -2.976], [2.380, 2.075, -2.484], [1.620, 1.099, -1.981], [-0.849, -5.067, 5.224], [-0.026, -4.671, 3.572], [1.115, -3.460, 1.858], [-1.775, -0.291, 2.168], [-2.925, -1.546, 3.954], [1.449, -2.660, 0.048], [3.737, -1.479, -2.338], [5.153, 0.343, -3.296], [4.233, 2.667, -3.369], [1.952, 3.070, -2.475], [0.138, 3.407, 1.477], [1.851, 2.698, 1.823], [3.057, 4.049, 1.341], [2.002, 2.406, 3.658], [1.921, 1.255, 0.911], [2.910, 0.297, 1.036], [4.193, 0.605, 1.541], [5.206, -0.330, 1.644], [5.004, -1.645, 1.247], [3.756, -1.983, 0.748], [2.726, -1.060, 0.630], [1.197, -1.084, -1.372], [0.385, -2.220, -2.455], [0.027, -1.287, -4.023], [-1.136, -2.821, -1.583], [1.504, -3.654, -2.835], [-0.002, 4.357, 2.000], [-0.652, 2.731, 1.825], [-0.013, 3.604, 0.409], [2.799, 4.972, 1.871], [3.020, 4.256, 0.268], [4.091, 3.804, 1.594], [1.906, 3.337, 4.223], [2.969, 1.962, 3.906], [1.228, 1.713, 3.997], [4.392, 1.625, 1.845], [6.168, -0.025, 2.042], [5.787, -2.385, 1.334], [3.564, -3.008, 0.439], [-0.365, -0.286, -3.831], [-0.702, -1.827, -4.633], [0.940, -1.177, -4.614], [-1.664, -2.003, -1.091], [-0.877, -3.542, -0.802], [-1.814, -3.313, -2.285], [2.346, -3.341, -3.456], [0.955, -4.426, -3.382], [1.901, -4.114, -1.926], [-4.450, 3.407, -2.435], [-3.150, 3.496, -1.644], [-2.336, 1.616, -1.035], [-3.595, 1.178, 0.651], [-5.012, 1.744, 0.654], [-3.130, 0.312, -2.548], [-4.479, -0.331, -2.242], [-4.784, 4.407, -2.720], [-5.250, 2.945, -1.859], [-4.329, 2.834, -3.355], [-3.273, 4.070, -0.724], [-2.374, 3.999, -2.222], [-3.038, 1.560, 1.509], [-3.597, 0.091, 0.753], [-5.018, 2.831, 0.556], [-5.508, 1.502, 1.596], [-5.622, 1.332, -0.148], [-2.369, -0.451, -2.706], [-3.171, 0.902, -3.466], [-4.466, -0.875, -1.296], [-4.747, -1.047, -3.022], [-5.277, 0.408, -2.189]], "gap_ev": 6.87, "spin_multiplicity": 1, "e_homo_ev": -6.79}

# 2
{"formula": "C31H47NO2P2S2Ti", "method": "wB97M-V/def2-TZVPD", "symbols": ["Ti", "C", "C", "C", "C", "C", "C", "H", "H", "H", "C", "H", "H", "H", "C", "H", "H", "H", "C", "H", "H", "H", "C", "H", "H", "H", "C", "C", "C", "C", "C", "C", "C", "C", "H", "H", "H", "H", "H", "H", "H", "H", "H", "H", "H", "H", "P", "P", "C", "C", "H", "H", "H", "H", "C", "H", "H", "H", "C", "H", "H", "H", "C", "H", "H", "H", "C", "H", "H", "H", "O", "S", "O", "N", "C", "S", "C", "C", "C", "C", "C", "C", "H", "H", "H", "H"], "xyz": [[-0.257, 0.115, -0.266], [-0.855, -1.795, 0.591], [0.529, -1.911, 0.160], [0.435, -0.366, 1.922], [-0.905, -0.838, 1.683], [1.319, -1.025, 0.991], [-2.002, -2.634, 0.148], [-1.780, -3.167, -0.783], [-2.909, -2.025, 0.002], [-2.241, -3.391, 0.914], [-2.051, -0.632, 2.614], [-3.002, -0.882, 2.143], [-2.104, 0.409, 2.947], [-1.946, -1.256, 3.514], [0.868, 0.352, 3.148], [1.216, -0.351, 3.920], [0.040, 0.923, 3.584], [1.677, 1.061, 2.945], [2.806, -0.966, 1.060], [3.185, -1.598, 1.883], [3.159, 0.057, 1.260], [3.280, -1.327, 0.141], [1.064, -2.893, -0.820], [1.436, -3.811, -0.336], [1.903, -2.463, -1.376], [0.291, -3.198, -1.529], [-1.989, 0.886, -6.180], [-1.932, -0.442, -6.363], [-1.118, -1.111, -7.428], [0.290, -0.498, -7.674], [1.000, 0.028, -6.460], [0.982, 1.310, -6.082], [0.066, 2.363, -6.652], [-1.327, 1.863, -7.109], [-1.646, -1.105, -8.397], [0.217, 0.274, -8.458], [-0.993, -2.171, -7.151], [-1.252, 1.450, -8.127], [-2.676, 1.328, -5.448], [-2.608, -1.108, -5.817], [-1.978, 2.749, -7.181], [-0.073, 3.139, -5.878], [1.722, 1.689, -5.364], [0.531, 2.863, -7.522], [0.907, -1.309, -8.093], [1.646, -0.703, -5.955], [-1.287, 0.070, -2.546], [1.585, 1.465, -1.321], [-0.365, 1.408, -3.409], [0.586, 2.318, -2.610], [-1.095, 2.020, -3.960], [0.198, 0.862, -4.174], [1.312, 2.810, -3.271], [0.004, 3.107, -2.114], [2.321, 2.765, -0.303], [3.119, 2.336, 0.307], [1.554, 3.164, 0.380], [2.716, 3.568, -0.935], [2.978, 0.597, -2.114], [3.435, 1.226, -2.887], [2.638, -0.344, -2.567], [3.738, 0.345, -1.361], [-3.053, 0.547, -2.586], [-3.585, -0.126, -1.894], [-3.497, 0.451, -3.593], [-3.194, 1.576, -2.219], [-1.034, -1.452, -3.482], [-0.005, -1.812, -3.389], [-1.209, -1.286, -4.543], [-1.717, -2.235, -3.140], [0.732, 5.537, 2.935], [0.537, 4.129, 3.174], [1.517, 3.406, 3.955], [0.154, 3.306, 1.748], [-1.067, 2.809, 1.719], [-1.707, 1.999, 0.318], [-1.841, 3.056, 2.939], [-3.154, 2.704, 3.280], [-3.647, 3.037, 4.536], [-2.849, 3.735, 5.449], [-1.549, 4.127, 5.098], [-1.071, 3.791, 3.845], [-3.759, 2.208, 2.523], [-4.669, 2.766, 4.810], [-3.246, 3.997, 6.429], [-0.907, 4.691, 5.782]], "gap_ev": [7.68, 8.36], "total_charge": 1, "spin_multiplicity": 2, "e_homo_ev": [-10.87, -11.43]}

Short version: energy above the lowest of the compared OMol25 structures with the same formula, charge and spin = 0.459; 0.417 eV, in the order given.
Short version: maximum force = 0.73; 2.33 eV/Å, in the order given.
Short version: E_tot = -70708.0351; -101852.8900 eV, in the order given.